Computed, not measured: a molecular structure, C25H45Cl2PRu, with wB97M-V/def2-TZVPD.

XYZ file:
```
74
Properties=species:S:1:pos:R:3
Ru 0.56 0.16 0.16
P 0.11 0.53 -2.24
Cl 1.30 2.33 0.29
C -1.58 -0.19 -0.18
H -2.69 -0.24 -0.66
H -1.81 0.86 0.26
C 1.96 0.78 -2.56
C -0.75 2.19 -2.46
C 2.43 0.84 -3.98
H 2.15 1.75 -2.08
C 3.93 1.19 -4.00
H 2.31 -0.13 -4.47
H 1.88 1.57 -4.59
C 4.78 0.28 -3.12
H 4.31 1.17 -5.03
H 4.04 2.21 -3.64
C 4.20 0.06 -1.70
H 4.87 -0.70 -3.59
H 5.80 0.68 -3.03
C 2.73 -0.27 -1.75
H 4.76 -0.72 -1.17
H 4.31 1.00 -1.14
H 2.57 -1.25 -2.20
H 2.35 -0.33 -0.70
C -0.59 -0.57 -3.58
C -2.26 2.04 -2.68
H -0.62 2.69 -1.49
C -2.96 3.41 -2.66
H -2.42 1.62 -3.68
H -2.68 1.36 -1.94
C -2.32 4.44 -3.60
H -4.02 3.29 -2.89
H -2.91 3.78 -1.63
C -0.80 4.51 -3.48
H -2.60 4.19 -4.64
H -2.76 5.42 -3.41
C -0.09 3.15 -3.47
H -0.40 5.14 -4.28
H -0.53 5.03 -2.55
H -0.18 2.72 -4.47
H 0.98 3.30 -3.25
C 0.16 -1.90 -3.69
H -1.61 -0.72 -3.18
C -0.58 -2.83 -4.64
H 1.18 -1.73 -4.04
H 0.26 -2.38 -2.71
C -0.82 -2.23 -6.03
H 0.00 -3.76 -4.74
H -1.55 -3.10 -4.19
C -1.39 -0.81 -5.96
H 0.13 -2.19 -6.57
H -1.49 -2.87 -6.60
C -0.66 0.10 -4.96
H -1.38 -0.34 -6.95
H -2.43 -0.87 -5.65
H 0.35 0.29 -5.34
H -1.15 1.08 -4.93
C -0.06 -1.90 -0.19
C -1.62 -1.72 -0.43
H 0.51 -2.19 -1.12
C -2.54 -2.47 0.60
H -1.94 -1.96 -1.51
C -1.85 -2.79 1.92
H -3.46 -1.82 0.79
H -2.85 -3.48 0.14
C -0.58 -3.59 1.82
H -1.50 -1.87 2.35
H -2.54 -3.28 2.61
C 0.44 -3.03 0.81
H -0.11 -3.80 2.79
H -0.87 -4.55 1.43
H 1.21 -2.58 1.45
H 0.95 -3.86 0.26
Cl 0.72 -0.28 2.45
```

Computed properties:
Charge ... -1
2S+1 ... 6
Energy relative to the best compared isomer or geometry (same formula, charge and spin) ... 1.0 kcal/mol
Electronic energy ... -63567.1620 eV
Frontier orbital gap (alpha / beta) ... 0.142 / 0.235 Ha